Entry 1:
Computed, not measured: a molecular structure, C2H5O2S2 in a non-equilibrium geometry, with ωB97M-V/def2-TZVPD.

Kohn-Sham gap: 6.94 eV
E_HOMO: -3.280 eV
total charge: -1

Atoms and positions in Å:
C -0.074 -1.741 -0.075
S 1.569 -1.323 -0.878
S 1.239 0.202 -2.202
H -0.333 -0.992 0.683
H -0.877 -1.639 -0.809
H -0.175 -2.804 0.160
H 0.446 1.174 -0.885
O -0.150 1.890 -0.194
C -0.503 1.733 1.073
O -1.488 1.229 1.534
H 0.345 2.272 1.594



Entry 2:
Computed, not measured: a molecular structure, C16H11F5MnN5O4S in a non-equilibrium geometry, with ωB97M-V/def2-TZVPD.

Kohn-Sham gap (alpha / beta): 7.25 / 8.25 eV
E_HOMO (alpha / beta): -5.123 / -6.125 eV
<S²>: 8.7571
total charge: -1
spin multiplicity: 6

Atoms and positions in Å:
Mn -0.278 -0.559 -0.406
C 4.477 -0.528 -0.213
S 2.903 0.328 -0.097
C 3.162 1.429 -1.491
O 1.929 -0.700 -0.614
H 4.455 -1.128 -1.122
H 4.564 -1.169 0.663
H 5.292 0.198 -0.228
H 3.824 2.247 -1.205
H 2.169 1.803 -1.746
H 3.567 0.852 -2.323
C -1.272 3.991 -1.649
N -0.640 3.406 -0.477
C -0.554 4.102 0.704
C 0.028 3.584 1.791
C 0.555 2.214 1.746
O 1.198 1.731 2.668
N 0.292 1.505 0.588
C -0.190 2.095 -0.514
O -0.209 1.469 -1.601
H -1.002 5.044 -1.721
H -2.358 3.895 -1.597
H -0.921 3.460 -2.527
H -0.980 5.097 0.687
H 0.118 4.147 2.708
O -2.165 -0.438 -0.794
N -2.976 0.443 -0.312
C -4.017 -0.036 0.298
C -4.292 -1.447 0.416
N -4.520 -2.570 0.494
C -4.970 0.903 0.829
N -5.751 1.636 1.244
F 0.080 -2.746 -1.856
C -0.044 -3.369 -0.632
C -0.299 -2.588 0.470
C -0.414 -3.305 1.633
F -0.658 -2.670 2.807
C -0.282 -4.680 1.710
F -0.387 -5.330 2.884
C -0.020 -5.404 0.565
F 0.118 -6.739 0.620
C 0.102 -4.739 -0.639
F 0.366 -5.433 -1.761



Entry 3:
Computed, not measured: 12 unconnected molecules or ions with the total composition C3H30O12 in a non-equilibrium geometry, with ωB97M-V/def2-TZVPD.

Kohn-Sham gap (alpha / beta): 8.55 / 3.16 eV
E_HOMO (alpha / beta): -12.427 / -12.426 eV
<S²>: 0.7541
total charge: +1
spin multiplicity: 2

Atoms and positions in Å:
O -2.526 -2.151 -0.305
H -2.718 -2.097 0.631
H -3.008 -2.922 -0.605
O -3.272 1.606 -2.720
H -3.597 2.395 -2.286
H -2.756 1.159 -2.050
O -3.934 1.044 0.467
H -3.566 1.928 0.436
H -3.518 0.638 1.227
O -0.786 -2.309 -2.835
H -1.120 -2.100 -1.962
H -1.401 -2.956 -3.179
O 1.538 -1.587 -0.164
H 2.321 -2.095 -0.375
H 1.068 -2.123 0.475
O 0.202 0.255 2.468
H 0.385 0.442 3.389
H -0.734 0.428 2.369
O -5.003 -0.887 -1.316
H -4.137 -1.148 -1.003
H -5.151 -0.026 -0.924
O -0.929 -0.067 -0.545
H -0.085 -0.471 -0.343
H -1.560 -0.784 -0.482
O -1.036 2.686 -0.816
H -0.742 1.778 -0.895
H -0.921 2.896 0.110
O -0.075 -2.806 2.036
H -0.812 -3.113 2.564
H 0.022 -1.883 2.272
O 2.475 -0.828 -2.871
H 2.749 -1.653 -2.471
H 1.825 -0.471 -2.266
C 4.295 1.102 -0.079
C 3.193 1.083 1.006
C 3.275 2.110 2.117
O 1.927 1.369 0.433
H 5.299 0.785 0.199
H 4.455 2.123 -0.426
H 4.055 0.453 -0.922
H 3.039 0.127 1.506
H 2.630 1.898 2.970
H 3.048 3.121 1.778
H 4.319 2.140 2.428
H 1.268 0.910 0.959



Entry 4:
Computed, not measured: 2 unconnected molecules or ions with the total composition C4H16N6 in a non-equilibrium geometry, with ωB97M-V/def2-TZVPD.

Kohn-Sham gap: 11.22 eV
E_HOMO: -17.404 eV
total charge: +2

Atoms and positions in Å:
C -0.787 2.698 0.824
C -2.523 1.613 -0.576
N -3.514 0.716 -0.480
N -2.201 2.283 0.519
N -1.834 1.629 -1.740
H -4.262 0.853 0.185
H -3.685 -0.056 -1.104
H -2.684 2.160 1.398
H -1.080 2.287 -1.852
H -2.433 1.456 -2.536
H -0.180 1.863 1.146
H -0.794 3.472 1.593
H -0.249 3.004 -0.063
C 1.662 -2.216 1.924
C 2.290 -1.639 -0.351
N 2.277 -1.328 0.918
N 3.095 -0.957 -1.253
N 1.499 -2.609 -0.821
H 2.666 -0.501 1.347
H 2.758 -0.049 -1.533
H 3.539 -1.524 -1.961
H 0.902 -3.244 -0.315
H 1.201 -2.454 -1.773
H 2.064 -3.230 1.872
H 0.599 -2.383 1.672
H 1.672 -1.844 2.962



Entry 5:
Computed, not measured: C4H5F3N2 in the gas phase in a non-equilibrium geometry, with ωB97M-V/def2-TZVPD.

Kohn-Sham gap (alpha / beta): 8.87 / 8.87 eV
E_HOMO (alpha / beta): -9.830 / -9.827 eV
total charge: 0

Atoms and positions in Å:
C 0.322 0.952 0.586
C -0.942 1.401 0.733
C 0.278 -0.538 0.212
C 1.512 -0.925 -0.761
N -2.074 0.650 0.434
N -0.926 -0.711 -0.585
F 0.411 -1.239 1.410
F -2.768 1.212 -0.592
F -1.360 -2.053 -0.618
H 1.177 1.603 0.971
H -1.146 2.333 1.133
H 2.436 -0.628 -0.259
H 1.524 -0.165 -1.545
H 1.556 -1.893 -1.119



Entry 6:
Computed, not measured: a molecular structure, C23H33AsCl4FeN6O3 in a non-equilibrium geometry, with ωB97M-V/def2-TZVPD.

Kohn-Sham gap (alpha / beta): 8.36 / 6.38 eV
E_HOMO (alpha / beta): -10.298 / -10.628 eV
<S²>: 0.7724
total charge: +1
spin multiplicity: 2

Atoms and positions in Å:
Fe 0.139 -0.222 -0.630
Cl 4.799 -5.313 -0.253
C 3.877 -3.902 0.036
C 4.138 -3.129 1.223
Cl 5.365 -3.632 2.295
C 3.394 -2.007 1.502
Cl 3.643 -1.077 2.929
C 2.366 -1.593 0.624
O 1.598 -0.600 0.840
C 2.133 -2.337 -0.601
O 1.240 -1.908 -1.366
C 2.897 -3.526 -0.837
Cl 2.506 -4.451 -2.226
C 2.873 3.645 -2.092
C 3.345 2.771 -1.126
C 2.602 1.645 -0.828
N 1.439 1.361 -1.425
C 1.001 2.199 -2.366
C 1.683 3.346 -2.733
H 3.422 4.544 -2.340
H 4.273 2.958 -0.604
H 2.951 0.933 -0.092
H 0.064 1.942 -2.839
H 1.285 3.988 -3.505
C 0.225 -0.629 -4.445
As -0.890 -0.534 -2.862
C -2.238 0.755 -3.458
C -1.915 -2.158 -3.115
H -0.403 -0.637 -5.335
H 0.805 -1.550 -4.402
H 0.916 0.211 -4.492
H -3.041 0.244 -3.989
H -1.799 1.496 -4.127
H -2.659 1.271 -2.596
H -2.152 -2.275 -4.171
H -2.830 -2.097 -2.529
H -1.331 -3.011 -2.773
C 0.523 2.953 3.729
C 1.268 3.015 2.412
N 0.678 2.071 1.475
C -0.651 1.770 1.474
N -1.094 0.876 0.617
C -2.514 0.539 0.674
C -3.358 1.759 0.997
C -2.893 2.308 2.323
N -1.446 2.460 2.335
C -0.932 3.252 3.453
H 0.917 3.676 4.443
H 0.633 1.950 4.149
H 2.318 2.755 2.537
H 1.210 4.027 1.998
H 1.255 1.294 1.200
H -2.693 -0.235 1.432
H -2.792 0.117 -0.289
H -4.413 1.492 1.061
H -3.228 2.511 0.214
H -3.193 1.628 3.129
H -3.338 3.284 2.527
H -1.537 3.017 4.332
H -1.065 4.315 3.229
C -2.663 -4.383 1.834
N -2.420 -3.381 0.813
C -1.337 -2.584 0.736
N -0.421 -2.675 1.724
O -1.242 -1.756 -0.191
H -3.697 -4.706 1.761
H -2.514 -3.963 2.829
H -2.022 -5.259 1.710
H -3.055 -3.309 0.038
H -0.389 -3.463 2.345
H 0.386 -2.077 1.661



Entry 7:
Computed, not measured: a molecular structure, C25H44ClNO13P3SZr in a non-equilibrium geometry, with ωB97M-V/def2-TZVPD.

Kohn-Sham gap: 8.66 eV
E_HOMO: -11.834 eV
total charge: +1

Atoms and positions in Å:
Zr -0.178 2.033 0.559
O 0.407 2.076 2.557
N 1.609 2.601 2.898
C 1.790 3.155 4.098
C 2.965 3.837 4.428
C 4.003 3.931 3.495
C 3.830 3.196 2.307
C 2.640 2.487 2.020
S 2.412 1.665 0.564
H 1.021 3.054 4.856
H 3.056 4.345 5.408
H 4.938 4.476 3.621
H 4.683 3.138 1.607
C 1.294 5.971 -2.917
C 0.213 4.902 -2.599
O -0.787 4.937 -3.613
P 0.971 3.246 -2.630
O 1.212 2.934 -4.182
O 2.520 3.439 -2.328
O 0.318 2.146 -1.834
P -0.678 5.053 -0.916
O -2.035 4.593 -1.671
O -0.043 3.900 -0.055
O -0.719 6.243 -0.055
H 1.824 5.649 -3.815
H 2.018 6.093 -2.124
H 0.861 6.936 -3.125
H -1.596 4.504 -3.228
H 0.380 3.072 -4.675
H 2.810 3.003 -1.484
H -2.794 4.543 -0.978
O -4.069 2.063 1.628
Cl -3.097 2.781 0.865
O -3.715 3.961 0.300
O -1.869 3.133 1.671
O -2.543 2.001 -0.223
O -0.254 0.028 0.335
P -0.273 -1.537 0.258
C 0.780 -1.922 1.730
C 0.189 -1.445 3.062
C 1.340 -1.381 4.091
C 2.045 -2.678 4.191
C 1.462 -3.819 3.322
C 1.255 -3.402 1.882
C -2.038 -2.117 0.572
C -3.090 -1.215 -0.135
C -3.701 -1.844 -1.422
C -4.077 -3.295 -1.179
C -2.833 -4.135 -0.856
C -2.210 -3.611 0.418
C 0.660 -1.879 -1.326
C 0.973 -3.390 -1.501
C 0.928 -4.027 -2.900
C 0.712 -2.988 -4.050
C -0.396 -1.974 -3.738
C -0.061 -1.134 -2.498
H 1.653 -1.254 1.552
H -0.601 -2.151 3.417
H -0.235 -0.452 3.042
H 0.826 -1.199 5.051
H 1.910 -0.474 3.858
H 2.139 -3.095 5.226
H 3.085 -2.508 3.890
H 0.494 -4.145 3.779
H 2.169 -4.656 3.410
H 0.527 -4.098 1.359
H 2.196 -3.545 1.296
H -2.089 -1.961 1.689
H -2.601 -0.256 -0.373
H -3.858 -1.030 0.662
H -3.049 -1.790 -2.308
H -4.579 -1.252 -1.735
H -4.614 -3.656 -2.062
H -4.846 -3.365 -0.345
H -2.150 -4.186 -1.747
H -3.202 -5.173 -0.737
H -1.278 -4.108 0.631
H -2.812 -3.969 1.279
H 1.603 -1.326 -1.149
H 0.288 -3.946 -0.813
H 1.976 -3.581 -1.162
H 0.187 -4.860 -2.981
H 1.834 -4.537 -3.137
H 0.523 -3.586 -4.982
H 1.674 -2.434 -4.219
H -1.369 -2.491 -3.571
H -0.640 -1.290 -4.550
H -0.904 -0.576 -2.149
H 0.682 -0.375 -2.805



Entry 8:
Computed, not measured: 12 unconnected molecules or ions with the total composition C39H107N5O17 in a non-equilibrium geometry, with ωB97M-V/def2-TZVPD.

Kohn-Sham gap: 8.77 eV
E_HOMO: -8.507 eV
total charge: 0

Atoms and positions in Å:
C 3.498 3.813 4.949
O 2.500 2.819 4.813
C 2.932 1.582 4.185
C 4.319 0.940 4.494
N 5.337 1.538 3.603
C 6.633 0.851 3.843
C 7.836 1.353 2.922
O 8.302 2.633 3.330
C 9.483 3.015 2.544
H 4.138 3.526 5.783
H 3.059 4.776 5.209
H 4.090 3.971 4.048
H 2.839 1.668 3.102
H 2.129 0.945 4.556
H 4.209 -0.105 4.202
H 4.552 1.074 5.550
H 5.417 2.485 3.944
H 6.526 -0.213 3.632
H 6.963 1.123 4.845
H 7.487 1.381 1.889
H 8.654 0.634 2.875
H 10.198 2.193 2.493
H 10.003 3.856 3.004
H 9.305 3.368 1.528
C -1.398 -5.756 -4.079
O -2.171 -4.651 -4.626
C -2.572 -3.658 -3.650
C -1.448 -2.931 -2.854
N -0.495 -2.337 -3.804
C -0.646 -0.864 -4.032
C 0.530 -0.188 -4.690
O 1.607 -0.174 -3.700
C 2.711 0.644 -4.098
H -0.420 -5.375 -3.783
H -1.101 -6.403 -4.904
H -1.920 -6.293 -3.287
H -3.285 -4.099 -2.953
H -3.145 -2.916 -4.204
H -0.849 -3.639 -2.281
H -1.757 -2.179 -2.128
H 0.442 -2.466 -3.450
H -0.753 -0.406 -3.049
H -1.525 -0.627 -4.631
H 0.322 0.846 -4.966
H 0.698 -0.567 -5.697
H 2.456 1.696 -4.220
H 2.974 0.400 -5.127
H 3.604 0.535 -3.482
C -5.761 -6.452 -4.010
O -6.912 -5.715 -4.502
C -8.126 -5.989 -3.876
C -8.092 -5.557 -2.423
N -7.913 -4.103 -2.325
C -7.581 -3.752 -0.914
C -6.959 -2.376 -0.917
O -5.539 -2.512 -1.190
C -4.682 -1.347 -0.912
H -4.899 -6.394 -4.674
H -6.042 -7.492 -3.843
H -5.463 -6.061 -3.038
H -8.259 -7.065 -3.991
H -8.928 -5.465 -4.396
H -7.356 -6.088 -1.820
H -9.100 -5.764 -2.062
H -7.136 -3.946 -2.951
H -6.805 -4.449 -0.597
H -8.450 -3.852 -0.265
H -7.025 -1.963 0.090
H -7.421 -1.624 -1.558
H -4.975 -0.760 -0.041
H -4.771 -0.802 -1.852
H -3.610 -1.529 -0.977
C 1.586 6.449 3.300
O 0.588 5.758 2.513
C 0.418 6.256 1.159
C -0.550 5.351 0.329
N -1.949 5.692 0.497
C -2.831 4.606 0.185
C -4.313 5.064 0.146
O -4.633 5.225 1.542
C -5.997 5.715 1.715
H 1.383 6.344 4.366
H 1.499 7.492 2.995
H 2.588 6.116 3.029
H 1.375 6.254 0.637
H -0.024 7.252 1.185
H -0.454 4.351 0.751
H -0.267 5.282 -0.721
H -2.155 5.836 1.475
H -2.697 3.743 0.837
H -2.612 4.316 -0.842
H -4.976 4.284 -0.228
H -4.480 5.963 -0.447
H -6.181 6.616 1.130
H -6.149 6.082 2.731
H -6.764 5.004 1.408
C -2.742 -4.928 -0.046
O -1.923 -3.777 0.080
C -0.783 -3.995 0.888
C -0.007 -2.681 1.074
N -0.761 -1.587 1.706
C -1.078 -1.785 3.165
C -1.752 -0.583 3.786
O -3.173 -0.625 3.460
C -3.781 0.662 3.290
H -2.348 -5.654 -0.757
H -3.758 -4.673 -0.348
H -2.861 -5.456 0.900
H -0.238 -4.763 0.340
H -0.996 -4.313 1.909
H 0.330 -2.372 0.084
H 0.961 -2.754 1.570
H -1.627 -1.465 1.201
H -0.193 -1.869 3.796
H -1.668 -2.674 3.388
H -1.250 0.320 3.438
H -1.727 -0.543 4.875
H -3.868 1.227 4.218
H -4.835 0.471 3.089
H -3.270 1.220 2.505
C 1.454 0.705 -0.486
C 0.378 1.483 0.278
C -1.118 1.197 -0.116
O 0.387 1.053 1.592
H 2.482 0.980 -0.247
H 1.440 0.909 -1.557
H 1.315 -0.370 -0.378
H 0.510 2.550 0.098
H -1.238 0.119 -0.222
H -1.291 1.600 -1.114
H -1.902 1.574 0.541
H 0.118 0.133 1.545
C 4.649 4.403 -2.325
C 3.629 4.451 -1.213
C 3.959 3.711 0.081
O 3.435 5.772 -0.865
H 4.721 3.510 -2.946
H 5.676 4.393 -1.958
H 4.560 5.233 -3.026
H 2.682 4.048 -1.574
H 3.255 3.913 0.888
H 4.958 4.062 0.341
H 3.965 2.623 0.029
H 4.289 6.190 -0.731
C 3.286 -4.536 -1.717
C 3.219 -3.244 -2.514
C 2.694 -3.489 -3.969
O 2.306 -2.280 -2.017
H 2.406 -5.158 -1.881
H 3.319 -4.300 -0.653
H 4.075 -5.266 -1.902
H 4.230 -2.870 -2.679
H 2.573 -2.634 -4.634
H 1.722 -3.980 -3.941
H 3.454 -4.136 -4.407
H 2.270 -1.497 -2.572
O 0.017 2.400 4.146
H 0.219 1.947 3.326
H 0.869 2.684 4.479
O 3.400 -1.818 0.546
H 2.953 -1.751 -0.298
H 3.803 -0.959 0.673
O 4.731 0.353 1.048
H 4.839 0.768 1.903
H 5.625 0.193 0.744
O 2.089 -1.329 2.981
H 2.705 -1.624 2.310
H 1.368 -0.936 2.488



Entry 9:
Computed, not measured: a molecular structure, C9H13Cl4N in a non-equilibrium geometry, with ωB97M-V/def2-TZVPD.

Kohn-Sham gap: 5.69 eV
E_HOMO: -5.969 eV
total charge: 0

Atoms and positions in Å:
Cl 1.124 0.040 -0.903
C -0.089 -0.719 0.151
C 0.649 -1.610 1.221
Cl 1.485 -0.717 2.513
H -0.818 -1.236 -0.473
H -0.559 0.056 0.757
H 1.264 -2.372 0.742
H -0.121 -2.107 1.812
Cl 4.518 0.082 -1.946
C 3.203 0.208 -0.788
C 3.668 0.163 0.664
Cl 4.542 1.725 0.894
H 2.564 -0.659 -0.957
H 2.586 1.094 -0.937
H 4.306 -0.620 1.072
H 2.770 0.125 1.281
N -1.550 -0.274 0.147
C -1.577 1.116 0.246
C -2.779 1.858 -0.188
C -3.820 1.193 -0.848
C -3.652 -0.165 -1.107
C -2.651 -0.855 -0.434
H -0.723 1.582 0.715
H -2.788 2.922 0.000
H -4.652 1.690 -1.325
H -4.437 -0.617 -1.694
H -2.463 -1.903 -0.613